No. 1
Computed, not measured: a single C7H6N4O3S molecule in a non-equilibrium geometry, with wB97M-V/def2-TZVPD.

Summary:
E_LUMO (alpha / beta)	-2.2 / -2.2	eV
charge	0

Positions of all 21 atoms, in Å:
C 2.782 1.410 0.113
C 2.761 0.475 1.055
C 1.711 1.492 -0.897
C 1.686 -0.376 1.249
C 0.610 0.619 -0.763
C -0.976 -2.310 0.659
C 0.574 -0.301 0.313
N -2.299 -2.489 0.780
N -2.924 -1.422 0.544
N -0.461 -1.144 0.447
N -2.458 -0.365 0.305
O -4.124 0.860 -1.200
O -2.086 2.041 -0.634
O -1.927 0.078 -2.061
S -2.700 0.882 -1.169
H 3.732 1.886 -0.060
H 3.611 0.329 1.769
H 1.841 2.150 -1.694
H 1.462 -1.017 2.079
H -0.254 0.569 -1.366
H -0.561 -3.366 0.533

---

No. 2
Computed, not measured: a gas-phase ion, C7H6N5O (charge +1) in a non-equilibrium geometry, with wB97M-V/def2-TZVPD.

Summary:
E_LUMO (alpha / beta)	-3.5 / -7.3	eV
charge	+1
expectation value of S²	2.04
2S+1	3

Positions of all 19 atoms, in Å:
C -1.238 1.988 0.011
C 0.051 2.542 -0.092
C 0.035 0.061 -0.016
C -1.235 0.594 0.071
C 1.229 0.674 -0.031
C -0.155 -1.434 0.030
C 2.236 -1.501 -0.008
N 1.243 1.986 -0.041
N -1.415 -1.717 -0.040
N -2.089 -0.503 0.063
N 2.359 -0.180 -0.034
N 1.047 -2.141 -0.056
O -3.412 -0.419 0.066
H -2.089 2.514 -0.002
H -0.009 3.545 -0.196
H 2.985 -2.222 0.005
H 3.229 0.339 -0.165
H 1.158 -3.129 -0.195
H -3.931 -0.995 0.630